Formula: C26H29NO2
Source: the OMol25 dataset
Level of theory: ωB97M-V/def2-TZVPD

```
58
Properties=species:S:1:pos:R:3:lowdin_charge:R:1
C 3.572 -2.763 1.753 -0.094
C 3.638 -1.826 0.548 -0.181
C 2.289 -1.341 0.080 -0.145
C 1.996 -0.048 -0.116 -0.112
C 0.663 0.400 -0.569 -0.192
C -0.512 -0.023 0.039 -0.006
C -1.750 0.414 -0.397 0.004
C -1.833 1.293 -1.471 -0.263
O -2.994 1.779 -2.003 -0.050
C -4.221 1.364 -1.449 -0.176
C -4.486 1.965 -0.054 -0.186
N -4.771 0.926 0.922 -0.303
C -4.520 1.372 2.278 -0.105
C -6.123 0.424 0.785 -0.101
C -0.658 1.738 -2.078 0.007
C 0.568 1.304 -1.627 -0.011
C 2.956 1.058 0.080 -0.193
C 2.624 2.111 0.930 -0.029
C 3.496 3.168 1.103 -0.074
C 4.702 3.201 0.425 -0.033
C 5.035 2.164 -0.438 -0.310
O 6.204 2.153 -1.139 0.053
C 4.161 1.097 -0.608 0.032
C 1.304 -2.390 -0.277 -0.207
C 1.075 -2.659 -1.622 -0.021
C 0.178 -3.639 -2.004 -0.076
C -0.507 -4.365 -1.045 -0.092
C -0.293 -4.100 0.297 -0.079
C 0.606 -3.121 0.679 -0.061
H 3.039 -3.679 1.510 0.065
H 3.073 -2.274 2.588 0.078
H 4.580 -3.027 2.066 0.071
H 4.261 -0.969 0.802 0.102
H 4.116 -2.361 -0.280 0.125
H -0.464 -0.693 0.884 0.115
H -2.637 0.074 0.114 0.098
H -4.969 1.701 -2.170 0.125
H -4.257 0.269 -1.387 0.124
H -5.300 2.706 -0.107 0.123
H -3.581 2.491 0.258 0.123
H -3.476 1.669 2.370 0.082
H -5.157 2.219 2.574 0.087
H -4.706 0.544 2.961 0.083
H -6.881 1.190 1.014 0.088
H -6.261 -0.416 1.464 0.085
H -6.282 0.076 -0.234 0.081
H -0.736 2.427 -2.905 0.117
H 1.470 1.656 -2.106 0.122
H 1.681 2.090 1.455 0.119
H 3.238 3.979 1.768 0.104
H 5.383 4.031 0.558 0.110
H 6.711 2.948 -0.936 0.104
H 4.431 0.312 -1.297 0.134
H 1.606 -2.088 -2.371 0.123
H 0.010 -3.836 -3.053 0.102
H -1.209 -5.131 -1.341 0.099
H -0.831 -4.657 1.051 0.102
H 0.749 -2.907 1.728 0.114
```

F_max: 0.42 eV/A
structure (SMILES): CC/C(=C(/c1ccc(OCCN(C)C)cc1)c1cccc(O)c1)c1ccccc1
total charge: 0
orbital gap: 8.41 eV
relative energy (zero: lowest compared OMol25 entry of this formula, charge and spin): 1.25 kJ/mol
LUMO: 0.74 eV

Formula: C32H43BrIrN5S2Si
Source: the OMol25 dataset
Level of theory: ωB97M-V/def2-TZVPD

```
85
Properties=species:S:1:pos:R:3:mulliken_spin:R:1
Ir 1.932 -1.556 -0.029 0.005
C 3.887 -3.563 4.298 0.000
S 3.582 -1.775 4.377 0.000
C 3.180 -1.495 2.685 0.000
S 1.603 -2.083 2.154 0.001
N 3.993 -0.803 1.960 0.000
N 3.502 -0.538 0.686 0.000
C 3.975 0.450 0.025 -0.001
C 3.470 0.624 -1.341 0.001
C 3.965 1.589 -2.194 0.000
C 3.446 1.673 -3.485 0.000
C 2.448 0.796 -3.863 0.000
C 1.998 -0.150 -2.948 0.000
N 2.496 -0.244 -1.720 0.000
H 4.159 -3.851 5.311 0.000
H 4.722 -3.770 3.634 0.000
H 2.992 -4.105 4.003 0.000
H 4.732 1.093 0.460 0.000
H 4.746 2.258 -1.859 0.000
H 3.827 2.410 -4.179 0.000
H 2.024 0.821 -4.857 0.000
H 1.230 -0.865 -3.214 0.000
C -1.916 -3.537 -0.877 0.000
C -0.962 -2.529 -0.722 -0.002
N 0.325 -2.794 -0.566 -0.001
C 0.721 -4.097 -0.565 0.000
C -0.161 -5.166 -0.729 0.000
C -1.525 -4.853 -0.879 0.000
C 0.365 -6.501 -0.745 0.000
C 1.694 -6.728 -0.650 0.000
C 2.623 -5.639 -0.524 0.000
C 4.021 -5.791 -0.516 0.000
C 4.819 -4.675 -0.444 0.000
C 4.242 -3.410 -0.335 0.000
N 2.923 -3.251 -0.308 0.000
C 2.117 -4.343 -0.436 0.000
H -2.956 -3.266 -0.995 0.000
H -1.241 -1.483 -0.719 0.001
H -2.251 -5.647 -1.003 0.000
H -0.325 -7.327 -0.856 0.000
H 2.084 -7.736 -0.681 0.000
H 4.459 -6.778 -0.588 0.000
H 5.897 -4.752 -0.462 0.000
H 4.852 -2.524 -0.243 0.000
C -2.402 5.278 0.819 0.038
C -1.229 4.400 0.489 0.291
C -0.150 4.363 1.534 0.035
C -0.682 4.567 -0.912 0.077
Si -2.100 2.373 0.292 0.246
Br -0.215 1.086 0.300 0.028
C -2.983 2.087 -1.373 0.021
C -3.816 0.792 -1.254 0.023
C -2.013 1.877 -2.547 -0.003
C -3.950 3.240 -1.705 -0.004
C -3.013 2.042 1.970 0.089
C -4.417 2.649 1.866 -0.005
C -2.286 2.570 3.200 0.002
C -3.089 0.503 2.076 0.035
H -2.041 6.312 0.727 0.036
H -2.748 5.157 1.843 0.004
H -3.238 5.181 0.127 0.005
H 0.251 5.385 1.571 0.028
H 0.669 3.697 1.274 0.000
H -0.509 4.138 2.534 0.007
H -0.175 5.542 -0.892 0.026
H -1.446 4.625 -1.681 0.003
H 0.068 3.821 -1.170 0.001
H -3.199 -0.077 -1.011 -0.007
H -4.269 0.608 -2.230 -0.001
H -4.626 0.863 -0.531 0.002
H -1.383 1.000 -2.397 0.000
H -1.370 2.731 -2.743 0.001
H -2.609 1.709 -3.447 0.000
H -4.705 3.389 -0.933 0.000
H -4.478 2.989 -2.627 0.000
H -3.445 4.189 -1.881 -0.001
H -4.406 3.734 1.761 0.002
H -4.946 2.429 2.797 0.007
H -5.009 2.225 1.057 0.000
H -2.319 3.656 3.276 0.001
H -1.252 2.228 3.253 0.001
H -2.798 2.182 4.085 0.002
H -3.553 0.021 1.219 -0.001
H -3.719 0.287 2.943 0.007
H -2.112 0.060 2.261 -0.001
```

F_max: 0.54 eV/A
spin multiplicity: 2
total charge: +3
orbital gap (spin up / spin down): 6.41 / 4.65 eV
relative energy (zero: lowest compared OMol25 entry of this formula, charge and spin): 54.30 kJ/mol
⟨S²⟩: 0.75
LUMO (spin up / spin down): -9.29 / -11.05 eV

Formula: C27H39HgN2O5
Source: the OMol25 dataset
Level of theory: ωB97M-V/def2-TZVPD

```
74
Properties=species:S:1:pos:R:3:lowdin_charge:R:1
O -2.117 1.709 -1.836 -0.117
C -0.827 1.367 -2.424 -0.134
C -0.990 2.399 -3.548 -0.077
H -0.804 0.323 -2.755 0.106
H -0.025 1.592 -1.713 0.094
C -2.334 2.751 -2.827 -0.568
H -1.111 1.965 -4.546 0.091
H -0.251 3.206 -3.551 0.108
C -3.585 2.491 -3.637 -0.027
H -3.600 1.470 -4.040 0.089
H -3.657 3.203 -4.470 0.085
H -4.464 2.633 -3.000 0.082
C -2.314 4.131 -2.207 -0.023
H -1.361 4.305 -1.687 0.075
H -3.146 4.233 -1.498 0.088
H -2.422 4.895 -2.996 0.090
Hg 2.298 -1.760 -2.372 0.590
C 0.552 2.861 2.154 -0.126
C 1.662 1.969 2.181 -0.050
C 2.192 1.906 0.861 -0.085
H 2.013 1.414 3.034 0.078
C 1.477 2.820 0.034 -0.116
C 0.428 3.392 0.842 -0.081
H -0.321 4.100 0.506 0.083
H -0.096 3.081 2.992 0.082
H 3.024 1.281 0.548 0.091
H 1.683 3.061 -1.009 0.083
C -1.817 0.809 2.477 -0.086
C -2.776 1.740 1.998 -0.128
C -3.234 1.279 0.733 -0.102
H -3.095 2.655 2.503 0.081
C -2.530 0.086 0.423 -0.091
C -1.632 -0.200 1.495 -0.062
H -0.928 -1.024 1.533 0.070
H -1.286 0.862 3.419 0.087
H -3.989 1.764 0.118 0.090
H -2.633 -0.519 -0.470 0.095
O 1.398 -1.234 -4.615 -0.476
C 0.785 -0.238 -5.414 -0.226
C 0.939 -0.585 -6.907 -0.153
H 1.266 0.726 -5.194 0.118
H -0.278 -0.154 -5.140 0.104
C 1.777 -1.875 -6.941 -0.159
H 1.456 0.219 -7.438 0.103
H -0.032 -0.733 -7.389 0.104
C 2.064 -2.188 -5.467 -0.270
H 2.723 -1.727 -7.465 0.103
H 1.236 -2.699 -7.413 0.105
H 3.144 -2.108 -5.251 0.085
H 1.737 -3.196 -5.169 0.103
C -0.846 -1.381 5.265 -0.098
C -0.382 -2.688 4.647 -0.166
C 1.102 -2.728 4.191 -0.275
C 2.103 -2.545 5.376 -0.169
C 2.189 -1.219 6.109 -0.107
C 1.352 -4.128 3.605 -0.399
O 1.313 -5.160 4.285 0.035
N 1.622 -4.196 2.256 0.181
C 1.272 -3.221 1.297 -0.561
O 1.091 -3.546 0.124 -0.098
N 1.209 -1.932 1.759 0.156
C 1.308 -1.660 3.060 -0.434
O 1.444 -0.482 3.465 -0.065
H -0.710 -1.389 6.352 0.065
H -1.904 -1.215 5.018 0.074
H -0.260 -0.559 4.838 0.053
H -0.534 -3.525 5.348 0.117
H -0.990 -2.929 3.762 0.121
H 1.872 -3.348 6.092 0.113
H 3.099 -2.788 4.973 0.121
H 1.419 -1.139 6.880 0.059
H 3.171 -1.172 6.589 0.066
H 2.121 -0.395 5.389 0.061
H 1.742 -5.114 1.858 0.143
```

F_max: 3.53 eV/A
total charge: -1
orbital gap (spin up / spin down): 6.19 / 6.34 eV
LUMO (spin up / spin down): 1.38 / 1.55 eV

Formula: C18H28N2OS
Source: the OMol25 dataset
Level of theory: ωB97M-V/def2-TZVPD

```
50
Properties=species:S:1:pos:R:3:lowdin_charge:R:1
C 3.830 1.640 2.776 -0.386
S 4.018 2.845 1.433 0.805
C 4.880 1.816 0.193 -0.461
C 3.940 1.160 -0.815 -0.159
C 3.013 0.166 -0.133 -0.494
O 3.418 -0.949 0.156 0.043
N 1.760 0.564 0.181 -0.066
C 1.113 1.806 -0.174 -0.165
C 0.274 1.615 -1.451 -0.145
C -0.072 0.133 -1.619 -0.139
C -0.443 -0.464 -0.258 -0.294
N -1.049 -1.773 -0.389 -0.199
C -0.270 -2.783 -1.070 -0.069
C -1.679 -2.270 0.820 -0.188
C -3.076 -2.837 0.502 -0.131
C -3.954 -1.742 -0.027 -0.241
C -4.801 -1.037 0.818 -0.049
C -5.566 0.012 0.337 -0.092
C -5.485 0.375 -0.996 -0.102
C -4.640 -0.319 -1.845 -0.086
C -3.882 -1.371 -1.364 -0.049
C 0.813 -0.424 0.656 -0.081
H 4.808 1.418 3.196 0.035
H 3.200 2.103 3.527 0.030
H 3.363 0.737 2.396 0.022
H 5.571 2.485 -0.320 0.069
H 5.445 1.062 0.739 0.083
H 4.553 0.581 -1.510 0.124
H 3.400 1.918 -1.379 0.099
H 0.460 2.067 0.665 0.130
H 1.838 2.611 -0.276 0.077
H 0.827 1.957 -2.328 0.107
H -0.637 2.209 -1.377 0.111
H -0.908 0.012 -2.307 0.118
H 0.792 -0.394 -2.025 0.115
H -1.223 0.176 0.173 0.149
H -0.045 -2.455 -2.082 0.082
H -0.866 -3.691 -1.136 0.084
H 0.674 -3.034 -0.564 0.089
H -1.070 -3.046 1.306 0.123
H -1.801 -1.450 1.531 0.123
H -2.982 -3.631 -0.240 0.109
H -3.500 -3.261 1.414 0.113
H -4.867 -1.314 1.861 0.110
H -6.226 0.548 1.005 0.099
H -6.080 1.195 -1.372 0.098
H -4.574 -0.040 -2.887 0.100
H -3.221 -1.911 -2.025 0.109
H 0.530 -0.191 1.690 0.131
H 1.324 -1.389 0.648 0.112
```

F_max: 0.50 eV/A
structure (SMILES): CSCCC(=O)N1CCC[C@@H](N(C)CCc2ccccc2)C1
total charge: 0
orbital gap: 8.89 eV
relative energy (zero: lowest compared OMol25 entry of this formula, charge and spin): 23.90 kJ/mol
LUMO: 0.72 eV

Formula: C27H54O27
Source: the OMol25 dataset
Level of theory: ωB97M-V/def2-TZVPD

```
108
Properties=species:S:1:pos:R:3:lowdin_charge:R:1
C 3.583 2.031 0.433 -0.033
O 4.308 2.298 1.637 0.026
C 4.257 3.581 2.010 -0.615
O 3.610 4.455 1.483 0.118
O 5.018 3.710 3.077 0.007
C 5.186 5.021 3.642 -0.024
H 2.577 2.429 0.573 0.100
H 3.397 0.973 0.250 0.094
H 4.108 2.407 -0.443 0.092
H 6.014 5.493 3.116 0.097
H 5.378 4.819 4.690 0.093
H 4.325 5.676 3.525 0.090
C 3.407 0.628 -3.155 -0.008
O 3.403 1.828 -2.386 -0.017
C 2.294 2.586 -2.277 -0.586
O 1.230 2.431 -2.825 0.112
O 2.637 3.625 -1.539 -0.034
C 1.771 4.759 -1.524 0.001
H 3.008 0.659 -4.168 0.086
H 2.800 -0.131 -2.659 0.052
H 4.462 0.383 -3.228 0.109
H 2.098 5.506 -2.244 0.103
H 1.886 5.195 -0.530 0.091
H 0.739 4.425 -1.605 0.088
C 3.234 -3.619 -2.019 -0.031
O 3.429 -2.862 -0.833 0.006
C 2.881 -3.199 0.318 -0.606
O 1.907 -3.901 0.459 0.114
O 3.481 -2.550 1.313 0.020
C 2.887 -2.593 2.587 -0.042
H 2.317 -4.201 -2.049 0.086
H 4.108 -4.266 -2.116 0.097
H 3.260 -2.985 -2.903 0.089
H 3.453 -3.291 3.207 0.101
H 1.844 -2.907 2.628 0.080
H 2.907 -1.641 3.118 0.096
C -2.107 -6.545 5.794 -0.059
O -2.388 -5.817 4.629 0.007
C -1.413 -5.232 3.947 -0.620
O -0.264 -5.199 4.300 0.129
O -1.921 -4.635 2.878 0.023
C -1.110 -3.615 2.320 -0.054
H -1.215 -7.173 5.695 0.096
H -2.848 -7.338 5.898 0.093
H -2.012 -5.902 6.665 0.099
H -0.938 -2.753 2.966 0.093
H -1.679 -3.165 1.509 0.067
H -0.193 -4.000 1.875 0.084
C 0.107 0.221 -5.038 -0.034
O 1.316 -0.451 -5.336 -0.045
C 1.793 -0.484 -6.576 -0.619
O 1.289 0.054 -7.511 0.155
O 2.888 -1.265 -6.595 -0.005
C 3.185 -1.836 -7.850 -0.059
H -0.268 -0.197 -4.106 0.082
H -0.640 -0.063 -5.784 0.103
H 0.194 1.304 -5.015 0.097
H 2.449 -2.584 -8.157 0.098
H 4.101 -2.412 -7.720 0.095
H 3.326 -1.126 -8.662 0.098
C -5.431 4.123 0.104 -0.054
O -4.579 3.098 -0.347 0.002
C -3.439 3.384 -0.967 -0.606
O -3.039 4.483 -1.202 0.149
O -2.841 2.206 -1.184 0.022
C -1.692 2.174 -1.983 -0.069
H -4.923 4.905 0.667 0.100
H -6.135 3.668 0.801 0.078
H -6.067 4.525 -0.685 0.100
H -1.600 2.983 -2.713 0.103
H -1.582 1.205 -2.464 0.082
H -0.751 2.332 -1.446 0.075
C 0.875 -0.545 -1.293 -0.008
O 1.093 -0.274 0.090 0.006
C 0.054 -0.340 0.896 -0.595
O -0.887 -1.080 0.800 0.129
O 0.234 0.587 1.841 0.010
C -0.684 0.724 2.883 -0.052
H 0.204 0.213 -1.693 0.077
H 0.373 -1.509 -1.365 0.072
H 1.825 -0.636 -1.808 0.060
H -1.554 1.334 2.632 0.097
H -0.122 1.072 3.747 0.101
H -1.161 -0.219 3.180 0.088
C 0.183 -3.765 -5.345 -0.040
O -0.828 -4.282 -4.500 0.022
C -0.860 -3.754 -3.276 -0.610
O 0.001 -3.031 -2.838 0.106
O -1.993 -4.084 -2.723 0.045
C -2.256 -3.594 -1.414 -0.022
H 0.231 -2.680 -5.270 0.076
H -0.023 -4.050 -6.374 0.099
H 1.180 -4.152 -5.130 0.099
H -1.658 -4.105 -0.657 0.095
H -3.320 -3.620 -1.210 0.101
H -1.925 -2.571 -1.207 0.081
C -5.803 3.738 8.257 -0.040
O -6.205 3.734 6.895 0.000
C -5.386 3.235 5.969 -0.617
O -4.362 2.646 6.188 0.122
O -5.963 3.431 4.789 0.012
C -5.344 2.765 3.688 -0.032
H -5.386 4.721 8.464 0.098
H -5.081 2.963 8.516 0.092
H -6.686 3.490 8.842 0.094
H -6.122 2.575 2.954 0.087
H -4.735 1.915 3.976 0.093
H -4.683 3.502 3.221 0.094
```

F_max: 2.11 eV/A
structure (SMILES): COC(=O)OC.COC(=O)OC.COC(=O)OC.COC(=O)OC.COC(=O)OC.COC(=O)OC.COC(=O)OC.COC(=O)OC.COC(=O)OC
total charge: 0
orbital gap: 11.06 eV
relative energy (zero: lowest compared OMol25 entry of this formula, charge and spin): 207.45 kJ/mol
LUMO: 0.50 eV

Formula: C4H10O2
Source: the OMol25 dataset
Level of theory: ωB97M-V/def2-TZVPD

```
16
Properties=species:S:1:pos:R:3:lowdin_charge:R:1
C -2.036 0.227 0.495 -0.041
C -0.524 0.081 0.526 -0.419
O -0.116 -1.075 1.271 -0.041
C 0.086 -0.045 -0.869 -0.171
C 2.275 0.885 -0.322 -0.021
O 1.445 -0.515 -0.737 -0.164
H -2.429 0.277 1.515 0.087
H -2.336 1.140 -0.032 0.090
H -2.508 -0.624 -0.015 0.084
H -0.048 0.925 1.032 0.135
H -0.679 -1.814 1.001 0.106
H 0.090 0.919 -1.392 0.131
H -0.429 -0.799 -1.467 0.130
H 3.105 0.413 0.234 -0.020
H 2.689 1.057 -1.333 -0.015
H 1.414 -1.052 0.093 0.128
```

F_max: 0.59 eV/A
total charge: 0
orbital gap: 7.86 eV
relative energy (zero: lowest compared OMol25 entry of this formula, charge and spin): 442.16 kJ/mol
LUMO: 0.62 eV